{
  "formula": "C6H12INO11PS2",
  "method": "ωB97M-V/def2-TZVPD",
  "homo_ev": -4.500,
  "max_force_ev_per_a": 2.63,
  "gap_ev": 6.523,
  "charge": -1,
  "elements": ["O", "P", "N", "I", "C", "C", "O", "O", "H", "H", "H", "H", "C", "C", "O", "S", "O", "O", "O", "H", "H", "H", "H", "C", "C", "O", "S", "O", "O", "O", "H", "H", "H", "H"],
  "coordinates": [[-0.4505, 1.0394, 2.7850], [-0.2350, 0.5611, 1.3733], [-1.5624, -0.3047, 0.6940], [-0.9835, -2.0701, -0.1970], [-2.7029, -0.4532, 1.6358], [-3.6472, 0.8160, 1.3953], [-3.2056, 1.7157, 0.6361], [-4.7947, 0.8403, 1.9421], [-0.1009, 1.7468, 0.5720], [0.9957, -0.1468, 1.2543], [-3.2894, -1.3640, 1.3377], [-2.4115, -0.5809, 2.7058], [-1.1864, 3.3944, -2.7839], [-2.4579, 2.7700, -2.2375], [-2.8202, 1.7794, -3.2098], [-1.4867, 1.1729, -3.8750], [-1.1699, -0.0382, -3.2055], [-1.6079, 1.2640, -5.2919], [-0.4553, 2.3085, -3.3657], [-1.4060, 4.1183, -3.5741], [-0.5973, 3.8763, -2.0054], [-3.2578, 3.4960, -2.1107], [-2.2783, 2.2610, -1.2847], [4.2109, -1.5541, 1.3022], [4.5525, -2.9619, 0.8527], [3.9339, -3.8148, 1.8168], [2.5745, -3.1154, 2.3498], [1.4786, -3.6564, 1.6258], [2.6160, -3.0801, 3.7691], [2.8700, -1.6312, 1.7845], [4.8526, -1.2353, 2.1277], [4.2817, -0.8325, 0.4897], [5.6261, -3.1382, 0.8164], [4.1149, -3.1822, -0.1248]],
  "forces_ev_per_a": [[0.381, -0.865, -1.148], [-1.262, 1.766, 1.487], [1.494, -0.465, 0.641], [-0.029, 0.128, 0.012], [-1.363, 0.057, -0.239], [-1.768, 0.871, 0.429], [0.582, -0.552, 0.188], [1.943, -0.952, -0.339], [0.107, -0.878, -0.199], [-0.579, -0.070, -0.467], [0.548, 0.901, 0.232], [-0.123, 0.319, -0.849], [-0.455, 0.452, -0.194], [0.487, -0.046, 0.933], [0.581, -0.002, -0.930], [-0.615, 0.655, 0.828], [0.271, -0.087, -0.534], [0.076, -0.290, 0.200], [-0.268, -0.458, -0.015], [0.045, 0.006, 0.008], [0.119, -0.236, -0.045], [-0.105, -0.207, -0.172], [-0.206, 0.093, 0.077], [0.473, 0.120, 0.204], [-0.164, 0.084, -0.553], [-0.095, 0.420, 0.423], [0.005, 0.123, -0.223], [0.251, 0.076, 0.435], [-0.058, -0.217, -0.286], [-0.011, -0.645, -0.114], [0.025, -0.010, -0.049], [-0.257, -0.017, 0.054], [-0.081, -0.145, 0.212], [0.051, 0.070, -0.006]],
  "lowdin_charge": [-0.450, 0.571, -0.735, 0.866, -0.272, -0.686, -0.098, -0.097, 0.007, -0.029, 0.075, 0.103, -0.174, -0.162, -0.183, 0.605, -0.269, -0.241, -0.203, 0.124, 0.131, 0.139, 0.098, -0.171, -0.176, -0.193, 0.604, -0.282, -0.214, -0.223, 0.133, 0.137, 0.132, 0.134]
}